1.
{
  "formula": "C32H38N10OPt",
  "method": "the ωB97M-V functional and the def2-TZVPD basis",
  "homo_ev": [-17.4, -18.1],
  "e_lumo_ev": [-10.08, -13.08],
  "max_force_ha_per_bohr": 0.0054,
  "orbital_gap_ev": [7.31, 5.01],
  "charge": 4,
  "multiplicity": 5,
  "symbols": ["Pt", "C", "O", "C", "C", "C", "C", "C", "C", "C", "N", "C", "C", "N", "C", "C", "C", "C", "N", "C", "C", "N", "C", "C", "C", "C", "H", "H", "H", "H", "H", "H", "H", "H", "H", "H", "H", "H", "H", "H", "C", "N", "C", "C", "N", "C", "C", "N", "C", "C", "N", "C", "N", "C", "C", "C", "N", "C", "H", "H", "H", "H", "H", "H", "H", "H", "H", "H", "H", "H", "H", "H", "H", "H", "H", "H", "H", "H", "H", "H", "H", "H"],
  "coordinates": [[-0.32560, -0.00214, -0.09256], [3.29633, -0.37242, -13.52288], [2.92838, -1.37992, -12.53166], [2.65154, -1.08784, -11.30830], [2.31058, -2.20231, -10.47409], [2.00536, -1.99797, -9.16660], [2.02151, -0.68762, -8.62222], [2.35729, 0.41416, -9.45114], [2.66762, 0.23796, -10.76564], [1.68777, -0.53295, -7.22151], [1.36200, -1.54647, -6.43699], [1.12136, -1.00050, -5.22276], [1.30250, 0.37447, -5.25136], [1.66428, 0.66051, -6.53609], [1.12464, 1.20482, -4.09417], [1.29947, 2.59513, -4.03260], [1.10229, 3.25200, -2.84112], [0.72917, 2.51926, -1.71444], [0.55268, 1.20438, -1.75154], [0.74106, 0.54208, -2.91496], [0.52957, -0.89186, -2.88193], [0.14204, -1.42715, -1.69987], [-0.04879, -2.73900, -1.61682], [0.13590, -3.59236, -2.70676], [0.52197, -3.06334, -3.91582], [0.72597, -1.67932, -4.01795], [3.46087, -0.93831, -14.43221], [4.21111, 0.12088, -13.20118], [2.46845, 0.32320, -13.64278], [2.30851, -3.18626, -10.92288], [1.74654, -2.82566, -8.52328], [2.37199, 1.42033, -9.05440], [2.92144, 1.08093, -11.39153], [1.87931, 1.56843, -6.91470], [1.58745, 3.15644, -4.91177], [1.22992, 4.32182, -2.76358], [0.56771, 3.00771, -0.76220], [-0.36803, -3.12544, -0.65712], [-0.03259, -4.65271, -2.58441], [0.67060, -3.69049, -4.78505], [-2.98026, 1.24029, -1.14934], [-3.65938, 0.61811, -0.03835], [-5.12659, 0.67124, 0.04459], [-5.41756, -0.00754, 1.38528], [-4.07637, -0.31717, 1.91269], [-4.00793, -1.11111, 3.13711], [-3.12956, 0.11112, 1.07944], [-1.78189, 0.08066, 1.29796], [-1.30184, -0.03458, 2.67008], [0.03561, 0.68037, 2.79414], [0.93101, 0.27494, 1.72901], [2.29743, 0.29987, 1.97890], [3.13160, -0.39367, 1.21561], [2.82864, -1.30076, 0.12652], [4.52625, -0.18154, 1.63759], [4.37630, 0.69883, 2.88032], [2.92570, 0.97998, 2.93337], [2.45774, 1.88327, 3.98903], [-3.71789, 1.41469, -1.93031], [-2.22777, 0.57193, -1.58645], [-2.52842, 2.19793, -0.88157], [-5.56688, 0.14305, -0.80094], [-5.45967, 1.70929, 0.02210], [-5.97909, -0.93500, 1.27314], [-5.94862, 0.63843, 2.08403], [-4.94451, -1.65947, 3.21079], [-3.91504, -0.48519, 4.02337], [-3.20656, -1.84279, 3.09326], [-1.15798, -1.07880, 2.95639], [-1.98366, 0.42621, 3.38433], [0.44833, 0.49317, 3.78386], [-0.12216, 1.76314, 2.68565], [1.99212, -1.94736, 0.38392], [3.70711, -1.92191, -0.03237], [2.61585, -0.75396, -0.79259], [5.07739, 0.30717, 0.83296], [4.99807, -1.14068, 1.84706], [4.92255, 1.63759, 2.80161], [4.67384, 0.19610, 3.80135], [3.34016, 2.37702, 4.38744], [1.98589, 1.33870, 4.80438], [1.79641, 2.65092, 3.59433]]
}

2.
{
  "formula": "C4H8N2O",
  "method": "the ωB97M-V functional and the def2-TZVPD basis",
  "homo_ev": -8.5,
  "e_lumo_ev": 0.84,
  "max_force_ha_per_bohr": 0.0470,
  "orbital_gap_ev": 9.33,
  "charge": 0,
  "relative_energy_kcal_mol": 111.2,
  "symbols": ["C", "C", "C", "N", "C", "N", "O", "H", "H", "H", "H", "H", "H", "H", "H"],
  "coordinates": [[-1.64323, 0.45270, 0.23205], [1.12077, -1.40554, 0.30721], [1.47611, -0.74691, -0.80572], [-0.74232, 0.52039, 1.15060], [-0.56829, -0.19736, -1.57358], [0.04800, 1.61507, 1.17462], [-1.13421, -0.95200, -2.22726], [-0.26683, 2.44076, 0.67050], [0.45503, 1.78743, 2.08046], [-1.97069, 1.32366, -0.33834], [-2.29397, -0.40705, 0.25809], [1.26835, -1.00258, 1.29483], [0.76819, -2.42518, 0.27183], [1.82614, 0.27216, -0.76498], [1.65696, -1.27557, -1.73030]]
}

3.
{
  "formula": "C8H11NO2S",
  "method": "the ωB97M-V functional and the def2-TZVPD basis",
  "homo_ev": -8.4,
  "e_lumo_ev": 0.71,
  "max_force_ha_per_bohr": 0.1239,
  "orbital_gap_ev": 9.16,
  "smiles": "Cc1ccc2n1[C@H](C)S(=O)(=O)C2",
  "charge": 0,
  "relative_energy_kcal_mol": 54.4,
  "symbols": ["C", "C", "C", "C", "C", "N", "C", "C", "S", "O", "O", "C", "H", "H", "H", "H", "H", "H", "H", "H", "H", "H", "H"],
  "coordinates": [[1.93418, 0.76594, -1.00058], [1.31049, -0.49700, -0.44348], [1.73072, -1.76553, -0.09204], [0.56144, -2.39825, 0.45424], [-0.47813, -1.58284, 0.35021], [-0.00752, -0.43066, -0.08383], [-1.11449, 0.60170, -0.67949], [-1.22587, 1.97159, 0.07698], [-2.71748, -0.33855, -0.27416], [-3.52407, 0.31674, 0.74773], [-3.37338, -0.67684, -1.53262], [-1.91445, -1.74644, 0.54412], [2.12605, 1.59036, -0.33451], [2.94824, 0.60106, -1.44869], [1.30181, 1.05966, -1.84601], [2.70518, -2.13996, -0.16478], [0.46643, -3.39718, 0.65241], [-0.97041, 0.64090, -1.82600], [-0.67598, 1.91161, 0.95091], [-2.32018, 2.21912, 0.08109], [-0.68332, 2.76209, -0.53740], [-2.31020, -2.64371, 0.02373], [-2.15050, -1.94958, 1.56386]]
}

4.
{
  "formula": "CH2N3O3",
  "method": "the ωB97M-V functional and the def2-TZVPD basis",
  "homo_ev": -4.5,
  "e_lumo_ev": 4.11,
  "max_force_ha_per_bohr": 0.0269,
  "orbital_gap_ev": 8.58,
  "charge": -1,
  "relative_energy_kcal_mol": 64.9,
  "symbols": ["C", "N", "N", "N", "O", "O", "O", "H", "H"],
  "coordinates": [[0.70544, -1.14080, -0.04285], [-0.11609, -1.94115, -0.06316], [1.60610, -0.17990, 0.09407], [-1.37204, 0.63003, 0.10258], [-0.43373, 1.46557, 0.19796], [-1.85421, 0.16378, 1.12509], [-1.81749, 0.36860, -1.00957], [1.07275, 0.68672, 0.30745], [2.20926, -0.05284, -0.71157]]
}

5.
{
  "formula": "C4H7NO2",
  "method": "the ωB97M-V functional and the def2-TZVPD basis",
  "homo_ev": [-9.5, -9.5],
  "e_lumo_ev": [-2.29, -2.29],
  "max_force_ha_per_bohr": 0.0644,
  "orbital_gap_ev": [7.24, 7.24],
  "charge": 0,
  "relative_energy_kcal_mol": 128.0,
  "symbols": ["C", "C", "C", "C", "N", "O", "O", "H", "H", "H", "H", "H", "H", "H"],
  "coordinates": [[-1.87149, 0.75970, 0.07428], [0.57300, 1.18608, 0.51701], [-0.30831, -1.15614, 0.33753], [-0.54932, 0.26224, 0.24981], [-2.95166, 1.12114, -0.05600], [-1.40393, -2.05483, 0.19630], [-0.22926, -0.25850, -2.10415], [0.93813, 1.72682, -0.46007], [0.41211, 1.86391, 1.42862], [1.34477, 0.54187, 0.71368], [0.46939, -1.51817, -0.46308], [0.22444, -1.37540, 1.30399], [-1.96729, -1.85289, -0.64662], [-0.49548, 0.37776, -2.78649]]
}

6.
{
  "formula": "C36H92N2O20",
  "method": "the ωB97M-V functional and the def2-TZVPD basis",
  "homo_ev": -9.1,
  "e_lumo_ev": 0.33,
  "max_force_ha_per_bohr": 0.0759,
  "orbital_gap_ev": 9.44,
  "smiles": "CC1(C)CCCC(C)(C)N1O.CC1(C)CCCC(C)(C)N1O.OCCO.OCCO.OCCO.OCCO.OCCO.OCCO.OCCO.OCCO.OCCO",
  "charge": 0,
  "relative_energy_kcal_mol": 19.8,
  "symbols": ["C", "C", "C", "C", "C", "C", "C", "C", "C", "N", "O", "H", "H", "H", "H", "H", "H", "H", "H", "H", "H", "H", "H", "H", "H", "H", "H", "H", "H", "H", "C", "C", "C", "C", "C", "C", "C", "C", "C", "N", "O", "H", "H", "H", "H", "H", "H", "H", "H", "H", "H", "H", "H", "H", "H", "H", "H", "H", "H", "H", "O", "C", "C", "O", "H", "H", "H", "H", "H", "H", "O", "C", "C", "O", "H", "H", "H", "H", "H", "H", "O", "C", "C", "O", "H", "H", "H", "H", "H", "H", "O", "C", "C", "O", "H", "H", "H", "H", "H", "H", "O", "C", "C", "O", "H", "H", "H", "H", "H", "H", "O", "C", "C", "O", "H", "H", "H", "H", "H", "H", "O", "C", "C", "O", "H", "H", "H", "H", "H", "H", "O", "C", "C", "O", "H", "H", "H", "H", "H", "H", "O", "C", "C", "O", "H", "H", "H", "H", "H", "H"],
  "coordinates": [[1.47485, 3.38240, 1.04890], [1.43177, 4.94798, 0.92051], [1.71372, 5.63221, 2.36947], [2.51556, 5.41308, -0.19844], [2.27313, 6.88693, -0.45289], [0.90699, 7.02228, -1.06898], [-0.27602, 6.65172, -0.12323], [-0.28093, 7.80875, 0.94692], [-1.60787, 6.56289, -0.85506], [0.03043, 5.26637, 0.33301], [-1.02588, 4.80840, 1.27271], [0.97970, 2.96216, 0.22405], [2.53038, 3.06059, 1.18600], [0.92014, 3.11045, 1.92445], [1.59093, 4.86633, 3.10896], [2.69515, 6.10996, 2.37674], [0.99795, 6.48278, 2.41742], [3.53649, 5.26224, 0.17399], [2.42039, 5.01548, -1.23060], [2.38596, 7.46704, 0.46096], [3.02474, 7.25072, -1.16910], [0.92411, 6.46801, -2.00925], [0.72258, 8.08670, -1.34921], [-0.63360, 7.36165, 1.89500], [-1.05657, 8.58307, 0.72702], [0.70784, 8.20438, 1.16696], [-1.77885, 7.51531, -1.41927], [-2.41443, 6.47083, -0.16739], [-1.58568, 5.72266, -1.54662], [-0.80859, 5.21007, 2.13026], [-0.16558, -2.64401, -3.39190], [0.20858, -4.06913, -3.00316], [1.14250, -4.70654, -4.04901], [0.92574, -4.05882, -1.66201], [1.33130, -5.43586, -1.17445], [0.02509, -6.25265, -1.02021], [-0.91705, -6.28429, -2.25301], [-0.40343, -7.37682, -3.27279], [-2.30509, -6.71489, -1.83065], [-1.03753, -4.89353, -2.81983], [-1.56213, -4.93915, -4.16639], [-0.79458, -2.61686, -4.28394], [-0.81230, -2.13347, -2.63873], [0.72055, -1.98023, -3.48417], [1.80641, -5.49508, -3.70154], [0.53350, -4.89168, -4.91820], [1.92530, -3.97596, -4.34875], [1.83133, -3.46948, -1.82013], [0.35349, -3.46735, -0.88255], [2.01240, -6.04120, -1.76045], [1.76485, -5.35376, -0.15769], [-0.54518, -5.76923, -0.20937], [0.29691, -7.29443, -0.87873], [0.65701, -7.33314, -3.38966], [-0.89460, -7.26607, -4.23508], [-0.74910, -8.35470, -2.87684], [-2.69156, -5.90086, -1.22082], [-2.39825, -7.60309, -1.20965], [-3.04748, -6.79091, -2.59496], [-2.22579, -4.18129, -4.21185], [0.36413, 3.92357, -3.01781], [0.50196, 2.61208, -3.66668], [0.38504, 1.45764, -2.68180], [1.57399, 1.25212, -1.92593], [0.52997, 3.80646, -2.08519], [-0.26907, 2.46661, -4.43066], [1.47154, 2.50375, -4.18262], [0.19325, 0.54330, -3.31880], [-0.44672, 1.72327, -2.04932], [1.39956, 0.82077, -1.06459], [-2.38068, -3.83639, 3.97836], [-1.96600, -4.13001, 2.60862], [-0.51300, -3.76815, 2.38597], [0.21269, -4.59531, 3.29299], [-2.56677, -2.85501, 3.94365], [-2.21506, -5.18323, 2.56103], [-2.62356, -3.63525, 1.93162], [-0.30550, -2.70286, 2.53391], [-0.36669, -4.17774, 1.38234], [-0.12475, -4.44189, 4.18934], [-3.78722, -1.38798, 3.00785], [-4.89649, -2.17080, 2.61464], [-6.06419, -1.39470, 2.05233], [-6.02531, -1.24447, 0.65109], [-3.24085, -1.20383, 2.23823], [-4.55778, -2.95457, 1.94760], [-5.26608, -2.59099, 3.56199], [-6.19348, -0.46821, 2.66930], [-6.96561, -1.99748, 2.26637], [-5.47554, -0.46577, 0.41748], [4.81956, 3.04518, 2.53815], [5.77364, 1.96382, 2.55037], [4.97748, 0.74775, 2.16715], [4.29768, 0.33957, 3.42215], [4.34097, 3.14702, 3.36592], [6.54971, 2.21427, 1.79290], [6.20108, 1.89428, 3.55847], [5.53241, -0.10471, 1.69817], [4.14037, 1.09388, 1.51906], [4.82314, -0.16348, 4.06197], [1.84666, -0.15503, 4.14999], [1.04074, 0.97936, 4.43925], [1.73629, 2.09143, 5.13240], [0.91595, 3.23950, 5.30623], [2.72018, 0.18238, 3.92656], [0.52133, 1.38737, 3.55715], [0.22633, 0.66983, 5.08989], [2.55724, 2.45614, 4.46790], [2.24117, 1.71943, 6.05114], [0.77868, 3.49694, 6.24852], [-2.52368, 2.18435, 1.22694], [-2.63792, 2.45216, -0.20738], [-4.14703, 2.16603, -0.53250], [-4.28515, 0.69574, -0.51926], [-1.97618, 2.83650, 1.66736], [-2.46066, 3.53564, -0.43770], [-2.06323, 1.70814, -0.85262], [-4.49327, 2.60173, -1.42459], [-4.76772, 2.52919, 0.28682], [-3.52769, 0.29038, -0.07438], [4.30838, -1.14201, -0.64315], [4.70053, -0.25965, -1.65612], [6.15335, -0.46156, -2.03275], [6.98591, -0.22288, -0.89151], [3.79802, -1.87107, -0.93605], [4.01925, -0.45543, -2.47119], [4.55089, 0.78008, -1.34401], [6.53799, 0.17701, -2.81349], [6.28417, -1.49225, -2.36567], [6.51621, -0.69697, -0.18180], [-3.52032, -2.71993, -3.78484], [-4.35393, -2.39204, -2.69706], [-4.18045, -3.37926, -1.55085], [-2.91438, -3.32118, -0.82364], [-3.31775, -2.05651, -4.43309], [-4.15148, -1.42393, -2.29260], [-5.42222, -2.32831, -2.91807], [-4.27336, -4.41826, -1.94074], [-4.86454, -3.09084, -0.75784], [-2.23177, -3.82982, -1.34544], [-2.20867, -1.06544, 0.39525], [-0.89924, -0.91284, 0.14824], [-0.32904, 0.25337, 1.06578], [1.12124, 0.23073, 0.85402], [-2.56421, -1.86566, -0.03989], [-0.30189, -1.82171, 0.36783], [-0.60478, -0.58498, -0.88017], [-0.58836, 0.03901, 2.10993], [-0.65738, 1.26099, 0.80789], [1.56831, -0.37733, 1.43689]]
}